Record 1
A 8-piece molecular cluster, C36H32BF4O22 overall, computed with ωB97M-V/def2-TZVPD.

The geometry in XYZ format:
```
95
Properties=species:S:1:pos:R:3:lowdin_charge:R:1
C -11.4347 13.0181 3.0931 -0.427
O -14.7794 12.5162 -6.1996 0.082
O -7.2212 13.5002 2.2700 0.079
H -9.9331 7.6111 4.1156 0.122
O -9.9699 7.1539 -0.8900 0.177
C -14.8722 14.8921 -6.1632 0.140
F -15.9778 12.4728 -0.8758 0.024
O -15.1195 17.0698 -3.1043 0.116
H -10.7353 12.5132 5.3278 0.181
F -14.1616 11.0390 -0.6729 0.251
O -7.9561 12.9233 4.7069 0.155
H -12.4964 9.9648 -0.7241 0.033
H -14.7518 15.1020 -7.1404 0.053
H -15.3319 18.0069 -5.0364 0.068
H -14.9819 14.7143 -2.0185 0.101
H -17.9770 10.4966 2.3663 0.091
B -14.9446 11.8308 0.0163 -1.301
O -12.5878 12.7830 3.3150 0.127
C -16.2922 12.8629 3.2660 -0.018
C -10.4204 12.7417 4.1433 0.126
H -16.9067 9.0850 -1.6694 0.005
O -13.7031 4.1507 -1.5597 0.002
H -17.6279 7.8066 -2.6678 0.129
H -17.4018 13.5539 -0.5671 0.076
H -17.3441 11.8424 -3.9136 0.037
O -17.0419 19.3731 0.1759 0.068
F -14.2304 12.8116 0.7469 0.125
H -18.3775 10.2928 4.0300 0.106
H -16.6386 10.0674 3.3612 0.040
O -15.3480 8.4993 1.2884 0.067
C -11.6122 5.6965 -1.2498 0.093
O -20.2654 15.8535 -0.7423 0.142
O -15.1684 6.1488 2.6289 0.078
C -14.1210 6.8692 2.5473 -0.318
F -15.6927 11.0362 0.7827 0.198
C -14.3008 8.2652 2.0917 -0.183
O -11.9094 13.9283 0.9544 0.091
C -13.1066 5.4210 -1.5110 -0.098
O -14.7371 12.1420 -3.5532 0.076
C -17.6552 8.9463 -2.3012 -0.029
C -10.9505 13.4705 1.8317 -0.141
O -15.0896 17.4357 0.2460 0.062
C -14.9146 13.5576 -5.5000 -0.343
H -12.5685 5.3952 3.1465 0.138
H -18.8945 11.6499 -3.8100 0.114
O -10.4114 7.0627 3.4899 0.085
C -8.4368 13.3087 2.5072 -0.371
C -11.6694 7.4397 3.1353 -0.178
O -18.3376 13.8888 -0.5085 0.059
C -17.4235 18.0401 0.0472 -0.128
C -8.9200 12.8483 3.7509 -0.148
O -15.3162 6.3435 -1.6571 0.094
H -12.7258 13.4608 1.1444 0.053
H -10.8824 4.9023 -1.0816 0.112
C -11.8953 8.8217 2.8418 -0.370
C -14.9779 14.7663 -3.1154 0.112
C -14.8761 13.5109 -4.0180 -0.031
C -17.5165 9.7406 -3.5308 -0.392
C -15.1101 16.0317 -3.7201 -0.440
C -14.9645 16.1335 -5.1647 -0.090
C -17.3218 12.0060 3.8611 -0.562
C -18.0430 15.2424 -0.2941 -0.111
O -18.0994 12.5120 4.5984 0.079
C -9.5043 13.6826 1.5394 0.125
H -15.0053 12.2447 -2.6710 0.021
H -15.2668 9.5626 1.1608 0.137
H -15.7580 14.8957 0.0958 0.120
C -13.1926 9.2189 2.3398 0.093
O -11.7903 9.3956 -0.7640 0.122
H -14.7640 4.2483 -1.7448 0.190
H -16.1706 19.4411 0.5303 0.084
H -13.2997 10.1708 2.0987 0.052
C -17.9692 11.2263 -3.3816 0.013
H -15.3208 12.1901 3.4499 0.121
C -12.1201 8.1442 -1.2427 -0.039
O -15.0890 17.3992 -5.6878 0.090
C -12.7945 6.4895 3.0003 0.108
C -16.6161 15.6336 -0.0133 0.081
C -18.8213 17.5983 -0.2472 0.092
H -7.3565 13.1955 4.2161 -0.055
O -17.1900 9.2510 -4.6554 0.027
H -17.8565 11.5511 -2.5182 -0.036
C -16.2824 17.0708 0.0954 -0.347
C -19.1628 16.1865 -0.4354 -0.419
C -13.5647 7.7750 -1.4675 0.066
H -16.2478 13.0873 2.1547 0.089
C -14.1097 6.5083 -1.5508 -0.439
H -14.3789 8.4730 -1.5699 0.109
H -16.0973 13.6723 3.9967 0.093
C -17.5281 10.6037 3.3546 -0.008
H -19.7076 18.3326 -0.2629 0.142
C -11.0920 7.0260 -1.0892 -0.459
H -8.9297 14.0221 0.6672 0.120
H -18.6689 8.8710 -1.7290 0.129
O -11.0263 9.7067 2.8755 0.091
```

- Energy above the lowest of the compared OMol25 structures with the same formula, charge and spin: 38.3 kcal per mole
- Spin multiplicity: 1
- HOMO-LUMO gap: 0.2461 hartree
- Charge: -1
- Max |F|: 0.2498 Eh/bohr
- E_HOMO: -7.10 eV
- Lowest unoccupied orbital energy: -0.40 eV

---

Record 2
CH3F2OPS as an isolated structure, computed with ωB97M-V/def2-TZVPD.

The geometry in XYZ format:
```
9
Properties=species:S:1:pos:R:3:lowdin_charge:R:1
H -0.9113 0.2590 2.3028 0.104
H -0.6228 1.5687 1.0336 0.117
S -1.0633 -0.4953 -1.9954 0.234
O 0.5698 -0.0288 0.9649 -0.104
F 1.9487 0.2531 -2.0108 -0.250
C -0.5998 0.5149 1.2618 -0.249
P 0.7245 -0.4634 -1.2803 0.316
F 1.4552 -1.8423 -0.9219 -0.237
H -1.5010 0.2342 0.6453 0.068
```

- Energy above the lowest of the compared OMol25 structures with the same formula, charge and spin: 0.0 kcal per mole
- Spin multiplicity: 3
- HOMO-LUMO gap (spin up / spin down): 0.3057 / 0.2596 hartree
- ⟨S²⟩: 2.008
- Max |F|: 0.0630 Eh/bohr
- E_HOMO (spin up / spin down): -7.66 / -10.06 eV
- Lowest unoccupied orbital energy (spin up / spin down): 0.66 / -2.99 eV

---

Record 3
A 5-piece molecular cluster, H10O5 overall, computed with ωB97M-V/def2-TZVPD.

The geometry in XYZ format:
```
15
Properties=species:S:1:pos:R:3:lowdin_charge:R:1
O 0.2969 -1.4273 -2.2418 -0.040
O 0.1449 0.0528 3.7558 -0.065
O 1.4879 2.4019 -0.1978 -0.068
H -2.7408 -0.5442 -1.9452 0.036
H 0.9057 -0.1508 4.3074 0.031
H 1.2503 -1.4418 -2.3787 0.063
O -2.1854 0.0453 -1.4272 -0.059
H -0.8779 -0.1057 0.6786 0.052
H 0.2103 -0.8997 -0.0393 0.023
H 0.4910 0.1185 2.8562 0.000
H -0.0579 -2.0623 -2.8729 0.060
O 0.0784 -0.1467 0.5492 -0.050
H 1.5442 1.5855 0.3098 -0.001
H -1.2821 -0.2824 -1.5438 -0.014
H 0.7343 2.8568 0.1896 0.032
```

- Energy above the lowest of the compared OMol25 structures with the same formula, charge and spin: 21.7 kcal per mole
- Spin multiplicity: 1
- HOMO-LUMO gap: 0.4045 hartree
- Max |F|: 0.0060 Eh/bohr
- E_HOMO: -10.88 eV
- Lowest unoccupied orbital energy: 0.12 eV
- Structure (SMILES): O.O.O.O.O

---

Record 4
A 2-piece molecular cluster, C3H11N2O2 overall, computed with ωB97M-V/def2-TZVPD.

The geometry in XYZ format:
```
18
Properties=species:S:1:pos:R:3:lowdin_charge:R:1
H -2.1168 -0.2226 -0.5603 0.174
H -1.1098 -0.1650 0.7459 0.159
N -1.1401 -0.1706 -0.2747 0.186
O -0.1308 3.3418 -0.4882 -0.035
O -0.2304 -2.6465 0.2796 -0.005
C -0.5231 1.0914 -0.8290 -0.118
H 1.8696 -1.2435 -0.5847 0.110
C 0.9000 -2.5372 0.7263 -0.360
H 2.6781 -1.5574 0.8725 0.112
H 0.0958 1.9693 1.0190 0.131
H -1.0662 1.3593 -1.7281 0.140
H -0.6597 -1.0531 -0.5464 0.110
H -0.0923 4.0971 0.1063 0.109
N 1.8185 -1.6187 0.3498 0.138
H 1.2523 -3.2365 1.4962 0.145
H -1.6240 2.3420 0.5534 0.132
H 0.5142 0.8892 -1.0788 0.125
C -0.5979 2.2055 0.2034 -0.255
```

- Energy above the lowest of the compared OMol25 structures with the same formula, charge and spin: 34.6 kcal per mole
- Spin multiplicity: 1
- HOMO-LUMO gap: 0.4233 hartree
- Charge: +1
- Max |F|: 0.0153 Eh/bohr
- E_HOMO: -14.69 eV
- Lowest unoccupied orbital energy: -3.17 eV

---

Record 5
One molecule with the formula C18H19N3O3S, computed with ωB97M-V/def2-TZVPD.

The geometry in XYZ format:
```
44
Properties=species:S:1:pos:R:3:lowdin_charge:R:1
H 3.1385 1.4317 -1.3975 0.132
H -7.8629 0.6616 1.5349 0.095
S -5.5132 0.3206 -0.3267 0.669
H 6.7598 -1.7185 1.1288 0.121
C 4.7083 0.6463 -0.1642 -0.182
C -3.3618 -1.3387 -0.0775 -0.042
H 0.7162 -2.9073 0.4436 0.094
N 1.1604 -0.0014 -0.3899 0.105
C 3.2567 0.9321 -0.4258 -0.151
O -5.7143 1.6992 -0.6791 -0.286
H -4.1129 -2.0782 0.1484 0.120
C 7.4014 0.1665 0.3313 -0.238
H -4.2425 1.2110 1.8951 0.082
C 6.4468 -0.7909 0.6728 -0.011
C 8.7711 -0.0790 0.5808 -0.196
H -7.3318 -0.7068 2.5493 0.092
C -1.0661 -0.6772 -0.4054 -0.158
C 5.6656 1.5979 -0.5042 -0.026
O -6.2117 -0.6804 -1.0772 -0.284
O 2.5175 -0.2749 -0.4139 -0.141
H -5.4120 0.8424 3.1797 0.094
C -2.8413 0.9384 -0.6592 -0.043
H 2.8635 1.6075 0.3479 0.136
H -5.7985 2.0676 1.9406 0.092
N -5.8461 0.0520 1.3112 -0.343
C 5.1103 -0.5452 0.4272 -0.011
C 0.8045 -2.4275 -0.5308 -0.011
H -0.7566 1.3713 -0.9178 0.111
N 9.8815 -0.2789 0.7839 0.162
H -7.5728 -0.9318 0.7993 0.077
C -2.0158 -1.6551 -0.1017 -0.009
C -3.7628 -0.0474 -0.3576 -0.283
H 5.3567 2.5251 -0.9643 0.118
H 4.3665 -1.2807 0.6892 0.114
H -3.1987 1.9325 -0.8784 0.116
C 7.0032 1.3674 -0.2583 -0.017
C -5.3007 1.1097 2.1295 -0.110
C 0.3663 -0.9968 -0.4418 -0.272
H 7.7462 2.1055 -0.5215 0.121
C -1.4966 0.6237 -0.6821 -0.004
H 0.1942 -2.9717 -1.2474 0.088
C -7.2400 -0.2395 1.5685 -0.105
H -1.7069 -2.6628 0.1270 0.110
H 1.8469 -2.4666 -0.8389 0.076
```

- Energy above the lowest of the compared OMol25 structures with the same formula, charge and spin: 113.5 kcal per mole
- Spin multiplicity: 1
- HOMO-LUMO gap: 0.3360 hartree
- Max |F|: 0.0219 Eh/bohr
- E_HOMO: -9.26 eV
- Lowest unoccupied orbital energy: -0.11 eV
- Structure (SMILES): C/C(=N\OCc1ccc(C#N)cc1)c1ccc(S(=O)(=O)N(C)C)cc1

---

- spin multiplicity of number 2 (CH3F2OPS)?
  3

---

- What is the energy above the lowest of the compared OMol25 structures with the same formula, charge and spin in the first record?
  38.3 kcal per mole